# 1
ORCA calculation (wB97M-V/def2-TZVPD) on a molecular structure, C18H10I2N4O6PdS2Se at a distorted geometry.

```
44
C18H10I2N4O6PdS2Se wB97M-V/def2-TZVPD
O 3.7159 -1.7518 0.9243
C 1.1230 -3.3006 -3.1541
H -3.0705 4.3142 2.8979
C -2.4465 3.5906 2.3896
H 3.2264 -3.0315 -3.5006
I 2.7117 2.5902 -2.3783
H 0.2520 1.5866 2.7167
Se -6.0312 4.9112 -0.3353
O 1.6768 -0.5471 1.3934
O 1.8941 -2.9027 2.1024
H -2.7726 0.6583 -4.5036
C -1.3464 3.0215 2.9916
C 2.7017 -2.6315 -1.4733
C -3.3695 2.3142 -1.6183
C -4.2625 3.2610 -0.9482
H -0.9040 -3.5172 -2.4796
C 2.4224 -2.9947 -2.7771
H -0.7108 0.1187 -3.2145
N -4.7550 4.6327 0.8763
C -3.9420 3.7467 0.3763
C -3.5869 1.8536 -2.9154
N -1.3120 1.1173 -1.5275
C -2.2319 1.8895 -0.9449
C -1.5056 0.7075 -2.7743
C -2.6448 1.0356 -3.4995
C 1.6874 -2.5067 -0.5239
N -0.9181 1.7231 1.0440
C 0.3685 -2.8418 -0.9076
O -1.8852 -1.6421 -0.7692
H -1.0539 3.2878 3.9968
H -4.4886 2.1553 -3.4319
H 3.7142 -2.4114 -1.1693
C -2.7721 3.2221 1.0842
S 2.3052 -1.9526 1.1225
C -0.6096 2.0775 2.2798
O -1.7560 -3.9023 0.2112
C -1.9690 2.2900 0.4399
S -1.1288 -2.6292 0.0644
N -5.3379 3.7513 -1.4963
O -0.7046 -1.9248 1.2890
Pd -0.2045 -0.1978 -0.1383
I 2.2753 0.7246 -0.3417
H 0.8992 -3.5646 -4.1798
C 0.1117 -3.2491 -2.2184
```

molecular weight	881.62	g/mol
net charge	0
spin multiplicity	3
E	-5283.45264	hartree
largest force on an atom	2.473	eV/Å
LUMO level (spin up / spin down)	-1.6 / -2.7	eV
energy relative to the best compared isomer or geometry (same formula, charge and spin)	30.5	kcal/mol
⟨S²⟩	2.009

Charges obtained by natural (NBO) population analysis, quoted in units of e:
1 O -0.97
2 C -0.21
3 H 0.24
4 C -0.10
5 H 0.22
6 I -0.28
7 H 0.23
8 Se 0.95
9 O -1.02
10 O -0.91
11 H 0.24
12 C -0.24
13 C -0.19
14 C -0.09
15 C 0.12
16 H 0.24
17 C -0.19
18 H 0.22
19 N -0.59
20 C 0.13
21 C -0.09
22 N -0.45
23 C 0.17
24 C 0.10
25 C -0.24
26 C -0.33
27 N -0.46
28 C -0.38
29 O -1.02
30 H 0.24
31 H 0.25
32 H 0.26
33 C -0.10
34 S 2.39
35 C 0.08
36 O -0.92
37 C 0.25
38 S 2.38
39 N -0.59
40 O -0.99
41 Pd 1.12
42 I 0.42
43 H 0.22
44 C -0.14

# 2
ORCA calculation (wB97M-V/def2-TZVPD) on 2 unconnected molecules or ions with the total composition C4H10N2O2 at a distorted geometry.

```
18
C4H10N2O2 wB97M-V/def2-TZVPD
H 1.9640 -1.9698 -0.2710
H 1.1277 1.3562 0.8256
C -0.4880 -1.3496 -0.8531
C 0.9055 -0.2906 -0.8698
H -0.3496 -1.8378 -1.8203
H -1.4792 -0.8968 -0.9061
H 2.8166 -0.7993 -1.2419
H -2.4627 1.2772 0.0801
O -1.3795 -0.0949 2.1250
C -1.5035 1.6431 0.4482
N 0.5971 0.5443 1.1303
H -1.6553 2.5082 1.1013
H 1.0335 -0.0772 1.8032
H -0.8901 1.9593 -0.3961
C -0.8458 0.5512 1.2429
H -0.3490 -2.0948 -0.0659
O 0.9077 0.5965 -1.7128
N 2.0506 -1.0250 -0.6199
```

molecular weight	118.14	g/mol
net charge	0
spin multiplicity	1
E	-418.38360	hartree
largest force on an atom	5.524	eV/Å
LUMO level	0.8	eV
energy relative to the best compared isomer or geometry (same formula, charge and spin)	48.5	kcal/mol

Charges obtained by natural (NBO) population analysis, quoted in units of e:
1 H 0.39
2 H 0.42
3 C -0.71
4 C 0.72
5 H 0.22
6 H 0.22
7 H 0.40
8 H 0.24
9 O -0.58
10 C -0.74
11 N -0.84
12 H 0.25
13 H 0.41
14 H 0.25
15 C 0.71
16 H 0.20
17 O -0.67
18 N -0.89

# 3
ORCA calculation (wB97M-V/def2-TZVPD) on 6 unconnected molecules or ions with the total composition C26H62Br3Cl3O16P4 at a distorted geometry.

```
114
C26H62Br3Cl3O16P4 wB97M-V/def2-TZVPD
O 1.5416 -2.8585 -3.5604
H -2.7430 0.2639 10.4679
C -2.4783 -3.0668 -2.9747
C -2.3861 3.2878 -2.9444
H -1.3432 2.8283 3.8641
H -2.5748 1.4975 5.7308
H 0.0721 -1.9206 9.3835
H 0.6605 -4.0129 -1.0588
O 0.6263 3.9131 1.8764
O 1.9525 -5.0855 -2.3403
H -1.3277 2.5188 6.4626
O 2.7010 -4.7767 -4.7597
H -4.1435 1.4300 8.0815
H -3.3150 -2.8710 -2.3043
H -5.4380 1.7890 -7.3211
H -3.2276 -2.9062 -5.0362
C -0.4551 4.3143 1.0944
C -1.2762 3.0566 0.7319
O -0.9746 -0.1552 -5.5398
H -1.6039 -2.6312 -2.4894
O -0.0838 0.6174 8.6849
P -1.0496 -0.0016 7.7064
H 5.0314 -5.5574 -4.0454
H 1.1402 -2.5345 -5.6006
H 0.9107 -4.1493 8.7795
H -5.5125 0.2576 -8.2646
C 2.8411 -1.3527 -4.8753
H 3.3298 -0.9364 -3.9953
O -2.6237 0.0968 8.0482
H 2.1753 1.7847 3.2501
C 1.1561 -4.9774 -1.1672
H 1.4473 -3.0243 7.5607
O 3.0107 3.6422 2.5265
O 2.2886 2.8214 0.1750
H -1.3146 -3.0574 8.9453
H -3.4280 1.9260 10.5763
Cl 0.6064 0.2838 1.5399
C -2.2713 1.7912 -3.1656
H 3.4498 5.0621 -0.9862
H 2.7459 7.4183 -1.0819
H -0.1496 4.9119 0.2349
H 2.4272 -6.7888 -4.7548
C 3.5479 5.6061 -0.0461
C -2.4833 -2.4267 -4.3988
H -1.0440 4.9974 1.7080
H 4.4228 5.2981 0.5265
C 3.5751 7.0971 -0.4527
H 0.0946 -4.0607 7.2424
H 3.4995 -2.1272 -5.2727
H 3.7150 1.7630 2.4225
H 1.8990 -5.1170 -0.3812
H -1.4908 -2.4717 -4.8450
C -1.5050 1.7123 5.7501
C 0.5560 -3.4511 8.0202
H -6.7092 0.6948 -7.0557
H -1.0158 1.1066 3.6654
C 3.8095 2.6018 4.4188
Cl -0.3685 -1.1834 -0.7846
C 1.0599 -0.3976 -0.0530
C -5.6434 0.7194 -7.2862
C 0.1723 -6.1439 -0.9873
H -1.4191 2.3302 1.5302
H 2.8169 -0.5952 -5.6595
H -3.3903 3.6612 -3.1469
H 4.8526 -7.3127 -4.1940
O -0.8914 0.5434 6.2169
H -2.8036 1.2477 -2.3836
H -0.5426 -6.1229 -1.8100
H 4.6904 3.2089 4.2123
C -4.8425 -0.0806 -6.2284
H 1.2767 0.4004 -0.7605
H -2.3642 -4.1488 -3.0320
H -1.2156 1.5978 -2.9689
H 0.1404 2.0472 4.5517
H -5.0730 0.2522 -5.2155
O -2.9898 -1.1338 -4.2048
P -2.3760 0.0200 -5.1777
C -3.4692 0.9664 10.0608
C 3.0792 2.3669 3.0715
H -1.7522 3.7549 -3.7000
C -0.4543 -2.4790 8.6091
C 3.2303 -6.0834 -4.9759
O -0.8039 -1.6058 7.5653
H 3.4974 7.7332 0.4301
Br -0.0152 3.4973 -5.6754
C -3.1933 1.2627 8.5895
Br 1.5906 2.1411 -3.0859
H -2.5834 2.1553 8.4494
Cl 2.4573 -1.4923 0.1001
C -0.9273 1.9477 4.3526
C 1.5228 -2.0150 -4.7217
C 1.4204 2.1961 -5.1035
H -4.4431 0.4878 10.1625
H 0.9904 1.2391 -5.3939
H 4.0194 1.6984 4.9914
O 2.4176 5.3854 0.7666
P 1.4414 -4.4296 -3.7699
H -5.1071 -1.1381 -6.2127
H -1.9924 3.6337 -1.9896
H 4.5619 7.2658 -0.8838
O -2.7178 1.4127 -4.4441
C 4.3163 -6.3815 -4.0150
H 3.5334 -6.2532 -6.0086
Br 3.1669 2.4692 -5.9598
H -0.7839 2.5514 -0.1003
O 0.1248 -4.8920 -4.2527
H 3.9310 -6.3075 -2.9981
H -2.2556 3.2970 0.3163
H 3.1723 3.1656 5.1013
H 0.6736 -7.1028 -0.8576
P 2.0842 3.8370 1.2227
H 0.7386 -1.2834 -4.5226
H -0.4052 -6.0444 -0.0673
O -3.4211 0.0624 -6.4256
```

molecular weight	1100.73	g/mol
net charge	0
spin multiplicity	1
E	-12700.10472	hartree
largest force on an atom	3.366	eV/Å
LUMO level	-0.4	eV
energy relative to the best compared isomer or geometry (same formula, charge and spin)	0.0	kcal/mol

These are the Mulliken partial charges, in e, on atoms 1 to 99:
1 O 0.24
2 H 0.28
3 C -0.48
4 C -0.81
5 H 0.35
6 H 0.28
7 H 0.35
8 H -0.09
9 O -0.13
10 O -0.22
11 H 0.32
12 O -0.34
13 H 0.38
14 H 0.42
15 H 0.31
16 H 0.27
17 C -0.49
18 C -0.36
19 O -0.77
20 H -0.42
21 O -0.72
22 P 0.66
23 H 0.28
24 H 0.46
25 H 0.38
26 H 0.30
27 C -1.30
28 H 0.24
29 O -0.29
30 H -0.12
31 C 0.26
32 H 0.34
33 O -0.35
34 O -0.46
35 H 0.29
36 H 0.32
37 Cl 0.00
38 C 0.32
39 H 0.23
40 H 0.32
41 H 0.38
42 H 0.24
43 C -0.11
44 C -0.31
45 H 0.38
46 H 0.30
47 C -1.30
48 H 0.31
49 H 0.33
50 H 0.27
51 H 0.29
52 H 0.31
53 C -0.15
54 C -1.31
55 H 0.40
56 H 0.24
57 C -1.53
58 Cl -0.25
59 C 0.69
60 C -1.30
61 C -1.29
62 H -0.04
63 H 0.34
64 H 0.33
65 H 0.40
66 O -0.03
67 H 0.31
68 H 0.29
69 H 0.36
70 C -0.09
71 H -0.54
72 H 0.33
73 H -0.11
74 H 0.09
75 H 0.29
76 O -0.27
77 P 1.08
78 C -1.11
79 C 0.49
80 H 0.04
81 C -0.15
82 C -0.30
83 O -0.32
84 H 0.33
85 Br -0.11
86 C -0.24
87 Br 0.13
88 H 0.28
89 Cl -0.13
90 C -0.90
91 C 0.23
92 C 0.19
93 H 0.31
94 H -0.09
95 H 0.40
96 O -0.34
97 P 0.60
98 H 0.26
99 H 0.09

# 4
ORCA calculation (wB97M-V/def2-TZVPD) on a molecular structure, C5H7ClO at a distorted geometry.

```
14
C5H7ClO wB97M-V/def2-TZVPD
Cl 2.6308 0.3310 0.3173
O 0.4141 1.3131 -1.1979
H 0.7468 -0.8464 -2.0149
C 0.7764 -1.2385 -1.0359
H 1.5686 -1.9518 -0.8603
H -1.5247 1.8184 1.4230
C 0.9950 -0.0351 -0.0337
C 0.0233 0.1164 1.0363
H -0.1594 -1.7704 -0.8236
H -0.6700 -0.6675 0.7510
C -0.3533 1.9458 -0.3552
H 0.4048 -0.0704 2.1043
H -0.8431 2.7375 -0.7463
C -0.6909 1.4687 0.8981
```

molecular weight	118.56	g/mol
net charge	0
spin multiplicity	1
E	-730.06016	hartree
largest force on an atom	4.446	eV/Å
LUMO level	0.7	eV
energy relative to the best compared isomer or geometry (same formula, charge and spin)	46.2	kcal/mol

Charges obtained by natural (NBO) population analysis, quoted in units of e:
1 Cl 0.06
2 O -0.54
3 H 0.25
4 C -0.65
5 H 0.22
6 H 0.22
7 C 0.30
8 C -0.54
9 H 0.22
10 H 0.22
11 C 0.19
12 H 0.25
13 H 0.18
14 C -0.38